Entry from OMol25: a cluster of 2 separate species, C21H11Cl4O4 in total at a distorted geometry (the ωB97M-V functional and the def2-TZVPD basis).

Structure (XYZ):
```
40
Properties=species:S:1:pos:R:3
Cl -2.40 3.13 5.41
C -1.84 3.37 3.83
C -0.88 2.53 3.28
Cl -0.33 1.16 4.12
C -0.06 2.99 2.17
O 1.15 2.77 2.09
C -0.76 3.95 1.21
O -0.47 4.05 0.03
C -1.73 4.85 1.88
Cl -2.03 6.33 1.08
C -2.27 4.55 3.12
Cl -3.39 5.63 3.84
C 5.04 0.46 -0.78
C 4.39 -0.64 -1.36
C 3.03 -0.88 -1.11
C 2.27 0.01 -0.34
C 0.80 -0.18 0.00
C 0.05 -0.98 -0.91
C -1.27 -1.45 -0.59
C -1.75 -2.67 -1.35
C -0.92 -3.51 -2.11
C -1.46 -4.60 -2.82
C -2.83 -4.89 -2.74
C -3.66 -4.09 -1.93
C -3.12 -2.99 -1.25
O -2.04 -0.95 0.24
O 0.35 0.33 1.04
C 2.94 1.10 0.23
C 4.30 1.33 0.04
H 6.10 0.65 -0.95
H 4.96 -1.32 -2.00
H 2.55 -1.78 -1.52
H 0.48 -1.26 -1.88
H 0.16 -3.33 -2.15
H -0.80 -5.22 -3.45
H -3.25 -5.74 -3.29
H -4.72 -4.30 -1.83
H -3.76 -2.37 -0.63
H 2.38 1.80 0.84
H 4.77 2.18 0.54
```

The calculation puts the energy relative to the best compared isomer or geometry (same formula, charge and spin) at 1.7 kcal per mole. As for the total charge: -1. For the LUMO energy, the calculation gives 0.217 eV. The HOMO energy comes out at -0.1410 Ha. The gap between HOMO and LUMO is 4.05 eV. The value obtained for the total energy is -2948.56919 a.u. The calculation puts the max |F| at 2.950 eV Å⁻¹.